(1)
# C30H47BO2P2Ru

A molecular structure, C30H47BO2P2Ru at a distorted geometry (wB97M-V/def2-TZVPD, the OMol25 dataset).

total charge = +1
energy relative to the best compared isomer or geometry (same formula, charge and spin) = 39.2 kcal/mol
HOMO (spin up / spin down) = -9.33 / -9.27 eV
gap between HOMO and LUMO (spin up / spin down) = 0.2718 / 0.1561 hartree
spin multiplicity = 6

XYZ file:
```
83
Properties=species:S:1:pos:R:3:forces:R:3
Ru -0.687892 0.068712 -3.895099 -2.4 1.0 2.6
C -0.490333 -1.860687 0.195574 1.3 0.0 -2.1
C 0.775053 -1.834184 -0.390407 -1.6 -1.3 -0.5
C 0.808978 -0.406632 1.402361 -1.3 -0.2 -1.2
C -0.512458 -0.905918 1.250493 2.6 0.9 1.2
C 1.613059 -0.960884 0.363549 -1.3 0.4 1.3
C -1.663674 -2.703099 -0.113832 -0.1 -0.5 0.4
H -1.536309 -3.303278 -1.010411 0.0 -0.1 0.0
H -2.578622 -2.112992 -0.231444 0.1 -0.1 0.1
H -1.808650 -3.374770 0.747727 -0.2 0.0 -0.3
C -1.605811 -0.715009 2.209339 -0.6 0.1 0.4
H -2.573604 -0.879893 1.723828 0.0 0.0 0.2
H -1.591836 0.304498 2.607482 -0.1 -0.2 0.1
H -1.542644 -1.413481 3.067807 0.0 0.2 -0.3
C 1.281791 0.360030 2.557583 0.0 0.1 0.7
H 1.343888 -0.358744 3.383867 0.2 0.4 0.3
H 0.550854 1.130847 2.838383 0.4 0.0 0.1
H 2.276716 0.786803 2.408004 -0.2 0.1 0.1
C 3.070917 -0.996780 0.378422 1.0 -0.4 -0.2
H 3.320789 -1.760024 1.131138 0.3 0.1 0.0
H 3.545627 -0.064896 0.695091 -0.1 -0.1 0.0
H 3.539657 -1.331247 -0.561600 -0.3 0.2 0.3
C 1.309747 -2.823062 -1.393350 -0.3 -0.3 0.8
H 1.488775 -3.763611 -0.814953 0.1 0.4 -0.9
H 2.235374 -2.485902 -1.842784 0.3 0.0 0.0
H 0.630981 -3.017087 -2.220418 -0.2 -0.2 0.0
C -1.790139 0.981842 -5.378491 -2.2 -0.4 -2.3
C -2.072996 -0.411099 -5.444362 -1.4 0.7 -1.0
C -1.267375 -1.464438 -6.136582 0.3 0.0 -0.3
C 0.286137 -1.377864 -5.941162 0.0 -2.1 -1.3
C 0.883127 -0.709206 -4.758942 3.1 1.5 -0.7
C 1.053077 0.784677 -4.711466 2.1 -1.8 -0.6
C 0.602596 1.756532 -5.758896 -0.5 0.3 -0.9
C -0.848031 1.621334 -6.343518 1.6 0.5 -0.2
H -1.484017 -1.517887 -7.214723 0.0 0.1 0.2
H 0.742577 -0.959985 -6.853133 -0.1 -0.1 0.2
H -1.616866 -2.410757 -5.726124 0.1 -0.1 0.0
H -0.766431 1.081170 -7.298741 -0.4 0.0 0.3
H -2.683860 1.598592 -5.183872 0.6 -0.4 0.0
H -3.152865 -0.671244 -5.317784 1.1 0.1 0.5
H -1.213305 2.632382 -6.562414 0.2 -0.3 -0.1
H 0.706629 2.792350 -5.398020 0.4 -0.5 -0.2
H 2.071347 1.072094 -4.377220 -1.1 -0.2 0.4
H 1.331735 1.545611 -6.555476 -0.1 0.6 -0.2
H 0.607305 -2.451096 -5.855735 -0.1 0.9 -0.4
H 1.755034 -1.188690 -4.320310 -0.3 -0.2 0.1
P -1.811452 1.639144 -2.759018 -0.1 -0.7 3.0
P 1.385668 1.584992 -1.659858 -0.6 -0.7 0.7
C -0.814449 3.104009 -3.069245 0.2 1.4 -0.4
C 0.663019 3.104277 -2.558754 0.5 -0.7 0.7
H -1.351830 3.889810 -2.518500 0.2 0.2 -0.4
H -0.863688 3.322392 -4.156003 0.0 0.1 0.7
H 1.390740 3.255616 -3.339805 -0.1 0.4 -0.6
H 0.813738 3.879684 -1.800789 -0.3 0.1 -0.4
C 1.993433 2.455560 -0.174802 -0.3 0.3 0.3
H 2.576357 1.798726 0.467595 0.0 0.1 -0.1
H 1.171946 2.865456 0.398748 0.2 0.0 0.1
H 2.611522 3.271357 -0.540075 0.3 0.2 0.2
C 3.122838 1.270159 -2.198520 -0.3 -0.1 -1.2
H 3.503870 2.208035 -2.593253 0.4 0.0 -0.2
H 3.193110 0.468662 -2.950473 0.1 0.4 0.2
H 3.740003 0.974448 -1.359548 -0.1 0.1 0.2
C -3.637931 1.782360 -2.844877 -0.2 0.6 -0.4
H -4.109702 0.847425 -2.495101 0.4 0.5 -0.1
H -3.973485 1.971114 -3.871516 0.0 0.0 0.3
H -3.964352 2.613002 -2.201022 0.0 -0.3 -0.2
C -2.046696 -0.966672 -2.677538 -1.4 -1.0 0.6
H -1.261245 -1.495981 -2.160930 0.1 -0.5 0.2
H -2.574838 -1.583009 -3.461861 0.4 0.5 1.4
H -2.745776 -0.567696 -1.883147 0.8 -0.5 -1.1
O -2.815567 1.339971 -0.044906 0.8 -0.1 -0.7
B -1.689628 1.642968 -0.816272 -0.3 0.6 0.6
O -0.838149 2.505216 -0.119360 -0.2 -0.9 -1.4
C -1.472548 2.813975 1.038942 -0.7 0.4 0.0
C -1.152059 3.871651 1.855808 -0.2 -0.2 0.2
C -2.162931 4.221803 2.752813 0.0 0.3 0.6
C -3.390760 3.543663 2.797466 -0.5 0.0 0.4
C -3.690175 2.482689 1.915616 -0.6 0.4 1.1
C -2.691833 2.139805 1.065428 0.4 0.4 -0.1
H -0.195046 4.396399 1.758139 -0.5 -0.1 0.1
H -1.977050 5.067767 3.427774 -0.2 -0.5 -0.2
H -4.162165 3.855139 3.533816 0.7 -0.2 -0.7
H -4.662943 1.976753 1.879448 0.4 0.3 0.1
```
Positions in Å, forces in eV/Å.

=====

(2)
# C2H9N4O

2 unconnected molecules or ions with the total composition C2H9N4O (wB97M-V/def2-TZVPD, the OMol25 dataset).

total charge = -1
energy relative to the best compared isomer or geometry (same formula, charge and spin) = 2.5 kcal/mol
HOMO = -3.72 eV
gap between HOMO and LUMO = 0.2971 hartree

XYZ file:
```
16
Properties=species:S:1:pos:R:3:forces:R:3
N 2.116819 -1.158714 -0.026801 0.1 -0.4 0.0
C 1.831388 -0.558226 1.302951 -0.4 0.3 0.2
O 0.535833 -0.171918 1.421568 0.0 -0.2 0.2
H 1.314600 -0.982956 -0.618526 0.0 0.1 0.0
H 2.936618 -0.765034 -0.463767 0.0 0.2 -0.1
H 2.077200 -1.319994 2.066085 0.1 0.0 0.0
H 2.537119 0.295140 1.471544 0.0 -0.1 -0.1
N -0.721801 1.315316 -0.229058 -0.2 0.1 -0.1
C -1.651360 0.535034 -0.836303 0.0 0.0 -0.1
N -1.444572 -0.813905 -0.614071 0.1 0.1 0.0
N -2.631546 0.900244 -1.606503 -0.2 -0.1 0.2
H -0.889774 2.301359 -0.304371 0.1 0.1 0.1
H -0.128807 0.844618 0.547559 0.2 0.2 -0.2
H -0.883599 -0.990872 0.218762 0.1 -0.1 0.0
H -2.289117 -1.342080 -0.730890 0.0 -0.1 0.0
H -2.708994 1.911990 -1.598178 0.1 0.1 -0.1
```
Positions in Å, forces in eV/Å.

=====

(3)
# C36H71Br27FO6PS

A molecular structure, C36H71Br27FO6PS at a distorted geometry (wB97M-V/def2-TZVPD, the OMol25 dataset).

total charge = 0
energy relative to the best compared isomer or geometry (same formula, charge and spin) = 72.2 kcal/mol
HOMO = -7.11 eV
gap between HOMO and LUMO = 0.2633 hartree

XYZ file:
```
143
Properties=species:S:1:pos:R:3:forces:R:3
C -2.503378 1.320892 -3.050426 -0.8 0.7 0.0
O -1.353746 2.021346 -2.570232 -0.1 -1.0 0.3
C -0.307171 1.134602 -2.160498 0.8 0.4 -0.8
C 0.948941 2.029760 -1.864329 0.2 -1.1 -0.1
C 1.584625 1.839267 -0.446828 0.4 1.4 -0.3
C 0.739197 2.447930 0.735348 1.2 -0.4 -1.5
P -0.653874 1.272827 1.417173 0.7 0.8 -0.5
C -2.268586 1.578157 0.546168 -0.5 -1.1 -0.3
O -0.064129 -0.296753 1.063685 -0.5 1.5 -0.7
O 1.713487 2.389853 1.864412 -1.7 1.1 1.8
S 1.088034 3.362612 3.094599 0.9 0.7 5.3
O 2.081113 4.208884 3.792950 -0.9 -1.0 -3.5
O 0.397194 2.689452 4.232807 1.6 2.3 -4.1
O 0.053673 4.254295 2.104751 0.7 -1.5 0.0
C 0.438968 3.997838 0.711693 0.2 -0.7 0.3
Br 2.203952 4.975654 0.646548 -0.3 0.1 -0.8
C -0.600404 4.539425 -0.309737 -0.2 0.7 0.4
C -0.022663 5.502986 -1.395811 -0.4 0.7 -0.2
C 0.040495 7.001407 -0.946952 0.4 0.1 -0.1
F -0.953442 5.466102 -2.473525 0.3 -0.2 0.5
H -2.754400 1.741816 -4.055575 0.2 -0.5 0.7
H -2.383012 0.216234 -3.095866 0.2 0.7 -0.1
H -3.364300 1.543400 -2.366457 0.6 -0.2 -0.6
H -0.075866 0.458889 -3.029455 -0.1 0.4 0.7
H -0.575024 0.465691 -1.313399 0.0 0.6 -0.4
H 1.730176 1.717615 -2.604994 -0.8 0.4 0.8
H 0.732596 3.096406 -2.093594 0.0 -0.8 0.3
H 2.554797 2.403684 -0.464256 -0.7 -0.4 0.1
H 1.880759 0.781856 -0.242095 -0.6 0.7 -0.2
H -3.063159 1.206943 1.245331 0.8 0.2 -0.3
H -2.491360 2.659535 0.396402 0.5 -0.8 0.0
H -2.402343 0.990871 -0.391129 0.2 0.7 0.5
H 0.842891 -0.286202 1.412451 -0.3 -0.2 0.1
H -1.169148 3.740417 -0.833192 0.7 0.2 0.4
H -1.351063 5.134640 0.271208 0.6 -0.5 -0.4
H 0.934650 5.148053 -1.844245 -0.7 0.2 0.6
H -0.678965 7.595649 -1.559292 0.5 -0.6 0.5
H -0.198792 7.147531 0.130176 0.1 -0.2 -0.7
H 1.047282 7.456723 -1.104941 -0.7 -0.5 0.0
Br -1.093180 0.789804 4.016829 -2.9 -2.2 1.6
C -2.432992 1.054791 5.417382 0.5 -0.5 0.4
C -3.666847 0.228567 5.191389 -0.1 0.0 0.1
Br -4.797927 0.989243 3.796597 0.0 -0.1 0.0
H -2.634878 2.124071 5.447803 0.0 -0.1 0.0
H -1.943708 0.753239 6.346021 -0.2 0.0 0.1
H -4.281757 0.235446 6.087581 0.0 -0.1 -0.2
H -3.451256 -0.796157 4.898664 0.1 0.1 0.0
Br 1.920219 -1.859051 -4.637990 0.1 0.1 0.1
C 1.762773 -3.423739 -3.494493 0.0 0.0 -0.4
C 0.469418 -3.404150 -2.724301 0.1 -0.1 0.3
Br 0.558240 -2.144728 -1.240239 -0.1 -0.2 -0.1
H 2.644316 -3.439266 -2.856483 -0.1 0.1 0.0
H 1.794971 -4.277805 -4.170980 0.0 0.0 0.0
H 0.278804 -4.375839 -2.267880 0.0 0.0 -0.1
H -0.387259 -3.119858 -3.330991 0.1 0.0 0.0
Br -4.712337 1.103345 8.435677 0.1 0.2 0.3
C -3.347720 2.222993 9.272640 -0.1 -0.2 0.1
C -3.813442 3.652838 9.391276 0.2 0.2 -0.1
Br -3.702526 4.594432 7.685836 -0.1 -0.2 0.1
H -2.437837 2.116009 8.686504 -0.1 0.1 0.0
H -3.192675 1.786790 10.258720 0.0 0.1 0.0
H -3.164408 4.214891 10.061412 0.0 -0.1 0.0
H -4.841604 3.735511 9.734554 0.1 -0.1 -0.1
Br 4.389275 -6.942178 0.419863 -0.1 0.0 -0.1
C 3.260892 -5.616591 -0.455068 0.2 0.1 0.2
C 1.828970 -5.726615 -0.000764 -0.2 0.0 -0.2
Br 0.931115 -7.237985 -0.841422 0.0 0.0 0.0
H 3.381831 -5.755987 -1.526957 -0.1 0.0 0.1
H 3.679456 -4.652207 -0.168163 -0.1 0.0 0.0
H 1.263112 -4.851456 -0.312451 0.1 0.1 0.1
H 1.728986 -5.856040 1.073769 0.1 0.0 -0.1
Br 6.979287 -8.521652 2.500981 0.0 0.1 0.0
C 7.878343 -7.049337 1.595857 -0.2 -0.2 -0.1
C 9.277851 -7.427918 1.186658 0.2 0.2 0.1
Br 10.494728 -7.410226 2.707964 0.0 -0.1 -0.1
H 7.845229 -6.196658 2.269283 0.1 -0.1 0.0
H 7.266979 -6.838883 0.719613 0.1 0.0 0.0
H 9.683646 -6.695868 0.489589 -0.1 0.0 0.0
H 9.339741 -8.418526 0.743613 -0.1 0.0 0.1
Br -0.984516 6.728552 4.583505 0.1 0.0 0.1
C -1.630950 7.638073 6.179279 -0.1 -0.3 -0.2
C -2.435135 8.862481 5.827552 0.1 0.2 0.2
Br -1.284759 10.340336 5.290424 -0.1 0.0 -0.1
H -0.759956 7.857988 6.791521 -0.1 0.1 0.0
H -2.255398 6.904948 6.692061 0.0 0.1 0.0
H -2.978208 9.227230 6.698618 0.0 -0.1 0.0
H -3.134719 8.693904 5.012934 0.1 -0.1 0.0
Br -1.158290 10.285737 -2.469216 0.0 0.0 -0.1
C -2.666784 9.838308 -3.617262 0.1 0.3 0.0
C -3.909768 9.568567 -2.810025 -0.2 -0.3 -0.1
Br -3.846453 7.808379 -1.978671 0.0 0.1 0.0
H -2.360599 8.991719 -4.226753 -0.1 0.0 0.1
H -2.806309 10.709513 -4.256079 -0.1 0.0 0.0
H -4.787706 9.548039 -3.454465 0.1 0.0 0.0
H -4.066281 10.290608 -2.012754 0.1 0.0 -0.1
Br 3.866515 1.437660 -3.606830 0.4 0.0 0.0
C 5.704414 0.869685 -3.913378 -0.2 0.1 -0.2
C 5.767103 -0.572647 -4.347504 0.2 -0.1 0.1
Br 5.504718 -1.781007 -2.841251 -0.1 0.0 0.0
H 6.254066 1.065412 -2.996119 0.0 -0.1 0.0
H 6.076537 1.523138 -4.701474 0.0 -0.1 0.0
H 6.756187 -0.813339 -4.735126 0.0 0.1 0.0
H 5.017189 -0.828975 -5.092790 0.0 0.1 0.1
Br -0.200354 -0.116440 -9.732090 0.1 0.0 0.1
C -0.369557 -1.680177 -8.583160 0.0 0.1 -0.2
C -1.665077 -1.662789 -7.815620 0.0 -0.1 0.3
Br -1.589933 -0.412209 -6.325467 -0.1 0.0 0.0
H 0.508417 -1.697746 -7.940503 -0.1 0.0 0.0
H -0.338979 -2.533923 -9.258884 -0.1 0.0 0.0
H -1.852960 -2.635526 -7.362385 0.1 0.0 -0.1
H -2.520233 -1.379021 -8.423794 0.1 0.0 0.0
Br 1.112981 -4.803611 -6.933671 -0.1 0.0 -0.1
C 1.846027 -4.752154 -8.739116 -0.1 -0.3 0.1
C 3.318674 -4.444761 -8.722878 0.1 0.2 -0.2
Br 3.643283 -2.552123 -8.390608 0.0 -0.1 0.1
H 1.263934 -4.023902 -9.297206 0.1 0.0 0.0
H 1.666667 -5.745785 -9.146962 0.1 0.1 0.0
H 3.761757 -4.643865 -9.697111 -0.1 0.0 0.0
H 3.862579 -4.998327 -7.961442 -0.1 0.0 0.0
Br -10.012356 -2.351650 9.781514 0.1 0.0 -0.1
C -8.116623 -2.638837 9.439990 -0.1 -0.1 0.2
C -7.368803 -1.333679 9.355809 0.2 0.0 -0.3
Br -7.677081 -0.448593 7.650767 -0.2 0.1 0.1
H -8.044320 -3.230997 8.530675 0.0 0.1 0.0
H -7.762049 -3.229598 10.284174 0.0 0.1 0.0
H -6.292702 -1.505180 9.396222 0.0 0.0 0.0
H -7.648071 -0.627984 10.134082 0.0 -0.1 0.0
Br 5.920317 -6.696997 -10.351204 0.0 0.0 0.1
C 5.348137 -7.992689 -9.013649 0.2 0.0 -0.2
C 4.390397 -8.998718 -9.596782 -0.2 -0.1 0.2
Br 2.606866 -8.244634 -9.817431 0.1 -0.1 -0.1
H 4.923906 -7.428724 -8.186498 0.0 -0.1 -0.1
H 6.263019 -8.482547 -8.683241 -0.1 0.0 0.0
H 4.259732 -9.840416 -8.918014 0.0 0.1 0.0
H 4.699449 -9.368250 -10.571043 0.0 0.1 0.1
Br -1.638907 -3.175240 6.459390 -0.1 0.1 0.0
C -2.936499 -2.877602 7.880170 0.3 -0.2 0.0
C -4.167714 -3.725739 7.689410 -0.2 0.2 0.0
Br -5.315664 -2.993557 6.297487 0.1 -0.2 0.0
H -3.151794 -1.810896 7.893212 -0.1 -0.1 0.0
H -2.420715 -3.152299 8.799687 -0.1 0.0 0.0
H -4.776306 -3.724630 8.593592 0.1 0.0 0.0
H -3.944179 -4.752029 7.409611 0.1 0.1 0.0
```
Positions in Å, forces in eV/Å.

=====

(4)
# C6H12OP

A gas-phase ion, C6H12OP (charge +1) at a distorted geometry (wB97M-V/def2-TZVPD, the OMol25 dataset).

total charge = +1
energy relative to the best compared isomer or geometry (same formula, charge and spin) = 6.6 kcal/mol
HOMO (spin up / spin down) = -9.29 / -15.30 eV
gap between HOMO and LUMO (spin up / spin down) = 0.2309 / 0.3369 hartree
spin multiplicity = 3

XYZ file:
```
20
Properties=species:S:1:pos:R:3:forces:R:3
C -2.003443 0.632734 0.729872 1.6 -0.5 9.7
C -2.070152 0.626763 -0.582027 -2.0 1.3 -11.2
C -1.028540 -0.335888 1.316982 -1.8 -1.1 -2.1
C -0.961915 0.022013 -1.337880 2.0 1.2 1.9
C 2.207097 1.619587 0.454398 -0.3 1.1 -3.2
C 0.999343 -2.056357 -0.439550 -1.1 -1.7 -0.6
O 1.222083 0.632358 0.684903 -1.2 -1.6 -0.3
P 0.281262 -0.480947 0.051940 -1.4 1.2 -0.2
H -2.522347 1.304479 1.355598 -0.1 0.8 0.6
H -2.745189 1.302857 -1.188725 0.7 -1.0 1.0
H -0.654039 -0.090099 2.230660 1.2 1.0 2.5
H -1.580188 -1.257842 1.498924 0.1 -0.9 -0.3
H -1.339686 -0.805126 -1.855432 -0.1 -1.9 -0.8
H -0.481890 0.646773 -2.077460 0.2 0.4 -0.3
H 1.761465 2.617213 0.731151 0.9 -1.2 0.1
H 2.490370 1.647551 -0.649361 -0.6 0.2 1.1
H 3.100747 1.268641 0.894252 0.8 0.3 1.2
H 1.448387 -1.892089 -1.438240 -0.3 -0.2 0.4
H 0.112756 -2.854189 -0.554088 1.7 2.0 0.2
H 1.763871 -2.548433 0.174074 -0.3 0.5 0.2
```
Positions in Å, forces in eV/Å.

=====

(5)
# C4H14O3

3 unconnected molecules or ions with the total composition C4H14O3 at a distorted geometry (wB97M-V/def2-TZVPD, the OMol25 dataset).

total charge = 0
energy relative to the best compared isomer or geometry (same formula, charge and spin) = 38.2 kcal/mol
HOMO = -10.44 eV
gap between HOMO and LUMO = 0.4016 hartree
structure (SMILES) = CCCCO.O.O

XYZ file:
```
21
Properties=species:S:1:pos:R:3:forces:R:3
C -0.625931 1.995182 -0.283257 -1.2 -0.3 1.2
O -0.715842 2.996558 0.761216 0.4 0.3 -0.6
C 0.607730 1.074357 -0.056812 0.7 2.5 -1.7
C 1.747381 1.974410 0.556912 -0.7 -2.1 0.6
C 2.950164 1.071287 0.949530 0.0 1.2 -1.0
H -1.653770 1.570160 -0.194760 1.0 -0.8 -0.7
H -0.587675 2.455993 -1.268241 0.2 0.4 0.1
H -1.446630 2.750598 1.322754 -0.2 0.0 0.2
H 1.039441 0.868299 -1.070991 -0.7 -0.8 0.8
H 0.396499 0.202627 0.542579 0.1 -0.3 0.1
H 1.307247 2.376954 1.475436 0.4 0.4 -0.4
H 2.053972 2.760783 -0.145846 -0.3 -0.1 0.3
H 2.694600 0.017376 1.056972 -0.2 0.2 0.8
H 3.402692 1.609839 1.781322 0.3 -0.9 0.4
H 3.693390 1.049713 0.154856 0.1 0.2 -0.2
H -4.519092 -5.672912 -1.381154 0.0 1.2 0.6
H -2.926233 -5.653126 -1.848833 -1.0 0.5 0.6
O -3.790119 -6.088258 -1.806635 1.0 -1.6 -1.2
H -1.175256 -1.868478 0.345598 0.1 0.3 0.1
H -1.042513 -2.760728 -0.895598 -0.2 0.1 0.6
O -1.410063 -2.730632 0.004954 0.1 -0.4 -0.6
```
Positions in Å, forces in eV/Å.

=====

| no. | total energy (hartree) |
| --- | --- |
| 1 | -2123.78597 |
| 2 | -375.90700 |
| 3 | -72203.38805 |
| 4 | -651.96447 |
| 5 | -386.46598 |